15
Properties=species:S:1:pos:R:3 method="wB97M-V/def2-TZVPD" e_tot_ev=-8737.72377 homo_energy_ev=-13.86 total_charge=+1 lumo_ev=-5.63
C -0.6414 -0.1981 0.0387
C 1.0166 -1.6584 -0.2603
C -2.4943 -0.1079 0.1262
C 1.5615 0.7179 -0.1848
N -1.5058 -1.1394 -0.2856
N 0.7297 -0.4264 -0.1099
N -1.3896 0.8126 0.4488
H 2.0133 -2.0225 -0.3231
H 0.2082 -2.3119 -0.0492
H -3.2191 0.4873 -0.6270
H -3.0864 -0.5392 0.9228
H 1.6439 1.3097 -1.0852
H 1.1522 1.5514 0.5520
H 2.6478 0.5585 0.2444
H -1.3270 1.6920 0.9329


41
Properties=species:S:1:pos:R:3 method="wB97M-V/def2-TZVPD" e_tot_ev=-60551.41817 homo_energy_ev=-10.21 total_charge=+1 lumo_ev=-4.26
K 1.4188 -13.3817 -4.0678
K 0.7162 -9.4610 -3.3675
C -1.5889 -12.0239 -3.3914
O -0.4921 -11.8887 -2.5379
H -1.3615 -11.7115 -4.4395
H -1.9561 -13.0619 -3.4585
H -2.4244 -11.3483 -3.1228
C -5.3094 -12.8134 -4.6517
N -4.8140 -12.1221 -5.8680
O -5.2456 -11.0130 -6.1182
O -3.9974 -12.7149 -6.5371
H -5.4437 -13.8564 -4.9164
H -6.2297 -12.3697 -4.2932
H -4.5365 -12.6969 -3.8943
C -5.0725 -11.8421 -0.7364
N -6.3093 -12.6215 -1.0518
O -6.4982 -13.6512 -0.4543
O -6.9778 -12.2073 -1.9862
H -4.2404 -12.3432 -1.2167
H -4.9595 -11.7935 0.3412
H -5.2557 -10.8689 -1.1803
N -2.1123 -11.2179 0.3793
C -2.3112 -10.7731 1.6546
C -2.3584 -11.8653 2.4860
C -2.1462 -13.0058 1.6749
C -2.0146 -12.5898 0.3798
H -2.1043 -10.6598 -0.4538
H -2.4145 -9.7215 1.8658
H -2.5547 -11.7770 3.5400
H -2.0788 -14.0318 1.9995
H -1.9224 -13.0791 -0.5742
N -3.4660 -8.5483 -6.1993
C -2.3547 -9.3385 -6.2663
C -1.2848 -8.5032 -6.5204
C -1.7746 -7.1770 -6.5791
C -3.1317 -7.2357 -6.3884
H -4.3751 -8.8666 -5.9104
H -2.4909 -10.4070 -6.2426
H -0.2675 -8.8568 -6.6090
H -1.1529 -6.3274 -6.8105
H -3.8712 -6.4581 -6.3160


55
Properties=species:S:1:pos:R:3 method="wB97M-V/def2-TZVPD" e_tot_ev=-243806.68426 homo_energy_ev=-13.28 total_charge=+2 lumo_ev=-7.22
Al -1.0736 0.8091 0.0229
Br -6.7137 4.3996 0.6472
C -5.1112 3.4645 0.4747
C -3.8869 4.1206 0.4653
C -2.7386 3.3733 0.3372
N -2.7315 2.0336 0.2158
C -3.9274 1.4029 0.2257
C -5.1219 2.0783 0.3531
C -3.8392 -0.0593 0.0949
C -4.9217 -0.9120 0.1027
C -4.6997 -2.2829 -0.0203
Br -6.1450 -3.4618 -0.0164
C -3.3948 -2.7514 -0.1430
C -2.3677 -1.8363 -0.1407
N -2.5815 -0.5158 -0.0272
H -3.8263 5.1952 0.5560
H -1.7841 3.8677 0.3280
H -6.0665 1.5565 0.3627
H -5.9307 -0.5432 0.2051
H -3.1983 -3.8094 -0.2381
H -1.3318 -2.1444 -0.2354
C 3.4943 -5.8071 -0.4741
C 2.6593 -4.5664 -0.3689
C 2.1850 -4.1139 0.8590
C 1.5059 -2.9111 0.9831
C 1.0366 -2.4471 2.3339
C 1.3025 -2.1536 -0.1770
Se 0.9580 -0.2612 0.0289
C 1.6716 -2.6175 -1.4448
C 1.3921 -1.8808 -2.7255
C 2.3506 -3.8275 -1.5055
H 3.6347 -6.2796 0.4956
H 4.4746 -5.5600 -0.8843
H 3.0409 -6.5332 -1.1502
H 2.3741 -4.7019 1.7492
H 1.2186 -3.2123 3.0852
H -0.0320 -2.2214 2.3217
H 1.5634 -1.5429 2.6452
H 0.6706 -1.0786 -2.5901
H 1.0058 -2.5723 -3.4739
H 2.3072 -1.4468 -3.1336
H 2.6699 -4.1932 -2.4756
N -0.0305 2.4804 -0.0225
C 0.9389 3.1015 0.0797
C 2.1294 3.8273 0.1556
C 3.0133 3.7232 -0.9360
C 4.2291 4.3688 -0.8771
C 4.5715 5.1083 0.2504
C 3.6892 5.2244 1.3205
C 2.4657 4.5910 1.2837
H 2.7266 3.1412 -1.8019
H 4.9098 4.2919 -1.7134
H 5.5341 5.5996 0.2946
H 3.9579 5.8112 2.1876
H 1.7730 4.6750 2.1103


65
Properties=species:S:1:pos:R:3 method="wB97M-V/def2-TZVPD" e_tot_ev=-138041.36940 homo_energy_ev="-13.59 / -13.59" total_charge=+2 lumo_ev="-9.59 / -9.58"
Pd 0.5297 0.5709 0.1877
O 2.0273 -4.6408 -0.0906
C 2.3934 -3.9434 -1.2086
C 2.7257 -4.5690 -2.4034
C 3.0624 -3.7916 -3.4972
C 3.0656 -2.4055 -3.4050
C 2.7342 -1.7889 -2.2070
C 2.4060 -2.5457 -1.0943
C 2.1137 -1.9097 0.2529
O 2.1692 -0.5688 0.2606
N 0.7783 -2.3811 0.6915
N -0.0553 -1.5396 1.1776
C -1.1951 -1.9791 1.7144
C -2.1101 -1.1202 2.3192
Br -1.6755 0.6981 2.5390
C -3.2900 -1.6900 2.8176
C -4.4373 -1.1174 3.4017
C -4.8033 0.2522 3.2957
C -5.9584 0.6984 3.8874
C -6.7568 -0.1844 4.6162
C -6.4299 -1.5394 4.7188
C -5.3033 -2.0095 4.0904
H 2.1686 -5.5863 -0.2263
H 2.7173 -5.6473 -2.4767
H 3.3199 -4.2736 -4.4282
H 3.3296 -1.8078 -4.2645
H 2.7251 -0.7120 -2.1348
H 2.8016 -2.3082 1.0283
H 0.6206 -3.3941 0.6739
H -1.4060 -3.0460 1.7104
H -3.2939 -2.7732 2.7724
H -4.2045 0.9293 2.7164
H -6.2552 1.7315 3.7865
H -7.6557 0.1836 5.0924
H -7.0718 -2.2140 5.2658
H -5.0553 -3.0611 4.1326
C -1.8562 2.8228 -2.4736
C -1.3737 1.5379 -1.7951
O -0.6129 1.9052 -0.6954
C -2.5861 0.6982 -1.3394
F -3.4320 1.4101 -0.6017
F -3.2661 0.1727 -2.3559
F -2.1814 -0.3462 -0.5507
C -0.4899 0.7151 -2.7676
F 0.6899 1.3298 -2.9555
F -1.0361 0.5056 -3.9538
F -0.1880 -0.5144 -2.2400
H -2.3241 3.4589 -1.7279
H -2.5706 2.6068 -3.2662
H -1.0018 3.3437 -2.8988
C 3.1089 5.0868 0.2718
N 3.5449 3.7832 -0.1562
C 4.7519 3.6209 -0.9666
C 4.8170 2.0992 -1.2163
N 3.6231 1.6174 -0.5279
C 2.9659 2.6105 0.0516
S 1.5601 2.4202 1.0340
H 3.0181 5.7402 -0.5984
H 3.8346 5.5094 0.9701
H 2.1421 5.0071 0.7596
H 5.6198 3.9962 -0.4195
H 4.6427 4.1951 -1.8889
H 5.7081 1.6501 -0.7739
H 4.7802 1.8455 -2.2753
H 3.3806 0.6552 -0.3552


13
Properties=species:S:1:pos:R:3 method="wB97M-V/def2-TZVPD" e_tot_ev=-21775.75272 homo_energy_ev=-9.04 total_charge=0 lumo_ev=-0.72
C 1.7845 1.3194 0.2641
C -0.2498 0.2270 -1.2439
C -0.9836 -0.8213 0.9884
C -0.5838 -1.0107 -0.5403
N 2.9062 1.0888 0.4287
N 0.5097 1.5728 0.2332
O -0.2831 0.7465 -2.3209
Cl 1.2136 -1.6185 -0.7550
H -1.1666 0.1913 1.1621
H -1.7620 -1.3945 1.2744
H -0.1423 -1.1752 1.6096
H -1.3722 -1.5975 -0.9917
H 0.1295 2.4721 -0.1087


64
Properties=species:S:1:pos:R:3 method="wB97M-V/def2-TZVPD" e_tot_ev=-174779.86348 homo_energy_ev=-13.23 total_charge=+2 lumo_ev=-4.79
Be 0.1312 0.0241 0.1551
Se 2.4270 -0.9231 0.7863
Se 1.8814 -2.5757 -0.7486
C 0.0668 -2.2191 -1.2999
C -0.5327 -3.2458 -2.0153
C -1.7951 -3.0415 -2.5405
C -2.4306 -1.8238 -2.3386
C -1.7774 -0.8607 -1.6045
N -0.5494 -1.0488 -1.0968
C 2.6419 0.5155 -0.4653
C 3.8119 1.1927 -0.7248
C 3.7361 2.2559 -1.6160
C 2.5223 2.5696 -2.2061
C 1.4022 1.8231 -1.8809
N 1.4618 0.8148 -1.0097
H -0.0099 -4.1834 -2.1564
H -2.2809 -3.8275 -3.1057
H -3.4135 -1.6260 -2.7425
H -2.2265 0.1068 -1.4073
H 4.7420 0.9014 -0.2574
H 4.6222 2.8320 -1.8493
H 2.4357 3.3936 -2.9007
H 0.4314 2.0366 -2.3110
C -2.8052 0.1530 7.0239
C -3.5841 0.5319 5.7740
N -2.9274 0.0555 4.5420
C -2.1656 0.9142 3.8403
C -1.4289 0.5756 2.7480
C -0.6806 1.6538 2.0246
O -0.4576 2.7136 2.5548
O -0.3293 1.3384 0.8022
C -1.3840 -0.7788 2.3210
O -0.6210 -1.1990 1.4200
C -2.2826 -1.6936 3.0183
C -2.4298 -3.0097 2.5661
C -3.2907 -3.8560 3.1948
F -3.4833 -5.0942 2.6952
C -4.0020 -3.4787 4.3453
C -3.8550 -2.1799 4.7916
C -3.0314 -1.2642 4.1224
N -4.8279 -4.3800 5.0455
C -6.2041 -4.0230 5.3306
C -6.6293 -4.5974 6.6679
N -6.4442 -6.0941 6.6209
C -5.0177 -6.4565 6.2813
C -4.6373 -5.8148 4.9575
H -3.3208 0.5276 7.9086
H -1.8076 0.5931 7.0015
H -2.6975 -0.9292 7.1190
H -3.6656 1.6120 5.6862
H -4.6017 0.1455 5.8004
H -2.1419 1.9411 4.1857
H -1.8692 -3.3398 1.6994
H -4.3634 -1.8890 5.7003
H -6.8760 -4.4083 4.5459
H -6.3324 -2.9447 5.3556
H -7.6719 -4.3858 6.8924
H -5.9967 -4.2299 7.4726
H -7.0641 -6.4830 5.9071
H -6.7176 -6.5164 7.5084
H -4.9440 -7.5403 6.2365
H -4.3976 -6.0795 7.0911
H -5.2311 -6.2598 4.1469
H -3.5949 -6.0548 4.7665